Entry 1:
Below is a molecular structure, CH4Cl2O2SSi in a non-equilibrium geometry, with properties calculated with ωB97M-V/def2-TZVPD.

Cartesian coordinates (Å):
C -0.304 0.231 -1.816
O -1.737 1.692 -0.264
O -0.833 -0.650 1.188
Si 0.699 -0.449 1.670
S -1.679 0.331 -0.583
Cl 2.141 -1.046 0.268
Cl 0.976 -1.593 3.290
H -0.099 -0.760 -2.185
H -0.657 0.889 -2.541
H 0.543 0.385 -1.264
H 0.949 0.969 2.239

Atoms 1-2, force components in eV/Å:
-1.967 -2.173 1.309
-0.155 3.297 0.713

Values from the calculation:
- orbital gap (eV) = 9.30
- calculated total energy (eV) = -48956.0404
- max |F| (eV Å⁻¹) = 4.84
- E_LUMO (eV) = -1.6
- E_HOMO (eV) = -10.887
- spin multiplicity = 1

***

Entry 2:
Below is a gas-phase ion, C5H14N (charge +1) in a non-equilibrium geometry, with properties calculated with ωB97M-V/def2-TZVPD.

Cartesian coordinates (Å):
C -1.403 -0.553 1.656
C -0.656 -0.876 0.367
C 0.798 -1.259 0.727
C -0.829 0.255 -0.659
C 0.135 1.413 -0.725
N 1.410 1.027 -1.498
H -1.004 -1.336 2.338
H -1.062 0.354 2.173
H -2.487 -0.532 1.488
H -1.123 -1.753 -0.082
H 0.922 -1.614 1.764
H 1.457 -0.384 0.661
H 1.296 -1.933 0.029
H -1.821 0.699 -0.514
H -0.963 -0.204 -1.663
H -0.301 2.251 -1.271
H 0.522 1.768 0.238
H 2.234 1.616 -1.379
H 1.240 0.968 -2.505
H 1.635 0.093 -1.146

Atoms 1-2, force components in eV/Å:
0.952 -0.702 0.637
0.471 0.177 0.371

Values from the calculation:
- orbital gap (eV) = 11.53
- calculated total energy (eV) = -6895.3305
- structure (SMILES) = CC(C)CC[NH3+]
- max |F| (eV Å⁻¹) = 1.39
- E_LUMO (eV) = -3.6
- E_HOMO (eV) = -15.130
- charge = +1
- spin multiplicity = 1

***

Entry 3:
Below is a molecular structure, C6H8NiO6 in a non-equilibrium geometry, with properties calculated with ωB97M-V/def2-TZVPD.

Cartesian coordinates (Å):
H -1.727 0.282 0.438
O 0.443 -1.602 -0.429
C -0.366 -0.674 -0.443
C -1.804 -0.769 -0.042
C -2.779 -0.698 -1.216
C -4.076 0.030 -0.930
O -4.815 -0.673 0.078
C -6.014 -0.205 0.372
O -6.556 0.739 -0.155
O -6.466 -0.838 1.448
H -0.012 0.334 -0.755
H -1.982 -1.608 0.641
H -2.997 -1.711 -1.584
H -2.319 -0.154 -2.055
H -4.690 0.082 -1.838
H -3.887 1.053 -0.578
H -7.307 -0.448 1.719
O 2.466 0.214 -0.876
C 3.005 -0.629 -1.463
O 3.825 -0.940 -2.255
Ni 5.263 0.093 -3.230

Atoms 1-2, force components in eV/Å:
-1.351 -1.547 0.228
-0.936 1.215 -0.053

Values from the calculation:
- orbital gap (alpha / beta) (eV) = 7.27 / 4.40
- calculated total energy (eV) = -59668.4219
- ⟨S²⟩ = 3.75
- max |F| (eV Å⁻¹) = 5.08
- E_LUMO (alpha / beta) (eV) = -5.4 / -8.3
- E_HOMO (alpha / beta) (eV) = -12.651 / -12.651
- charge = +1
- spin multiplicity = 4

***

Entry 4:
Below is a molecular structure, C13H19P2Ti in a non-equilibrium geometry, with properties calculated with ωB97M-V/def2-TZVPD.

Cartesian coordinates (Å):
C 1.763 2.639 0.679
C 1.449 3.914 0.118
C 0.238 4.590 0.448
C -0.903 3.869 0.859
C -0.894 2.502 1.175
Ti 0.205 2.273 -0.372
P 1.836 0.376 -1.347
H 2.769 2.369 0.976
H 2.118 4.453 -0.561
H 0.183 5.687 0.433
H -1.781 2.066 1.618
H -1.850 4.416 0.925
H 2.381 -0.437 -0.272
H 3.072 0.939 -1.846
H 1.618 -0.697 -2.287
C -2.525 -0.318 0.097
P -0.746 -0.150 0.265
C -0.419 -0.310 2.026
C -0.313 -1.838 -0.353
C -0.747 -2.219 -1.636
C -0.354 -3.452 -2.147
C 0.453 -4.298 -1.375
C 0.858 -3.935 -0.087
C 0.467 -2.699 0.432
H -3.056 0.542 0.497
H -2.807 -1.210 0.660
H -2.811 -0.447 -0.947
H -0.852 0.522 2.578
H -0.858 -1.247 2.368
H 0.650 -0.295 2.237
H -1.391 -1.542 -2.211
H -0.704 -3.740 -3.141
H 0.742 -5.263 -1.785
H 1.446 -4.618 0.526
H 0.758 -2.441 1.452

Atoms 1-2, force components in eV/Å:
1.207 -0.588 0.098
1.076 0.836 0.300

Values from the calculation:
- orbital gap (alpha / beta) (eV) = 3.34 / 5.35
- calculated total energy (eV) = -55475.6836
- ⟨S²⟩ = 2.02
- max |F| (eV Å⁻¹) = 1.90
- E_LUMO (alpha / beta) (eV) = 3.0 / 3.0
- E_HOMO (alpha / beta) (eV) = -0.320 / -2.376
- charge = -1
- spin multiplicity = 3

***

Entry 5:
Below is 2 unconnected molecules or ions with the total composition C4H5NOS2 in a non-equilibrium geometry, with properties calculated with ωB97M-V/def2-TZVPD.

Cartesian coordinates (Å):
C 0.522 -0.005 -1.103
C 0.958 -0.977 -0.280
C 2.254 -0.996 0.359
S 3.011 0.345 0.734
H 1.149 0.723 -1.580
H -0.467 0.157 -1.438
H 0.263 -1.644 0.171
H 2.381 -1.854 0.861
O -0.363 2.417 -0.239
C -1.130 1.606 0.105
N -1.890 0.812 0.682
S -2.781 -0.559 0.625
H -3.906 -0.026 1.104

Atoms 1-2, force components in eV/Å:
1.231 -1.005 -0.176
-0.904 1.733 -1.112

Values from the calculation:
- orbital gap (eV) = 7.96
- calculated total energy (eV) = -29433.9754
- structure (SMILES) = C=CC=S.O=C=NS
- max |F| (eV Å⁻¹) = 4.41
- E_LUMO (eV) = -0.7
- E_HOMO (eV) = -8.681
- spin multiplicity = 1

***

Entry 6:
Below is a single C22H28ClN3O2S molecule, with properties calculated with ωB97M-V/def2-TZVPD.

Cartesian coordinates (Å):
C 4.804 0.005 1.190
C 3.623 0.928 0.886
C 3.870 2.296 1.527
C 3.460 1.074 -0.629
C 2.229 1.842 -1.056
O 2.190 2.444 -2.112
C 1.080 1.780 -0.150
C -0.123 2.467 -0.547
N -1.177 2.454 0.172
C -2.404 3.009 -0.316
C -3.399 1.867 -0.613
C -2.807 0.945 -1.688
C -3.591 -0.365 -1.796
N -3.688 -1.002 -0.500
C -2.714 -1.791 0.027
S -2.846 -2.407 1.555
N -1.635 -2.055 -0.775
C -0.524 -2.843 -0.483
C -0.607 -4.043 0.218
C 0.539 -4.778 0.460
C 1.774 -4.354 0.000
C 1.841 -3.173 -0.720
Cl 3.370 -2.637 -1.336
C 0.713 -2.413 -0.964
C -4.483 -0.192 0.403
C -3.723 1.106 0.679
C 1.124 1.070 1.026
O 0.101 1.014 1.846
C 2.336 0.307 1.442
H 4.657 -0.972 0.736
H 5.726 0.428 0.798
H 4.917 -0.127 2.263
H 3.974 2.197 2.605
H 3.049 2.978 1.321
H 4.784 2.735 1.135
H 3.381 0.080 -1.080
H 4.333 1.558 -1.072
H -0.079 2.976 -1.516
H -2.820 3.651 0.466
H -2.249 3.607 -1.228
H -4.321 2.311 -1.001
H -1.769 0.725 -1.427
H -2.806 1.457 -2.653
H -3.151 -1.042 -2.531
H -4.614 -0.154 -2.123
H -1.464 -1.394 -1.521
H -1.560 -4.395 0.572
H 0.467 -5.703 1.011
H 2.666 -4.929 0.187
H 0.793 -1.492 -1.524
H -4.642 -0.745 1.329
H -5.449 0.005 -0.066
H -4.309 1.744 1.341
H -2.795 0.848 1.193
H -0.646 1.564 1.438
H 2.235 -0.719 1.069
H 2.357 0.252 2.532

Atoms 1-2, force components in eV/Å:
-0.240 0.120 -0.068
0.054 -0.072 0.034

Values from the calculation:
- orbital gap (eV) = 8.61
- calculated total energy (eV) = -55192.8066
- structure (SMILES) = CC1(C)CC(=O)C(/C=N/CC2CCN(C(=S)Nc3cccc(Cl)c3)CC2)=C(O)C1
- max |F| (eV Å⁻¹) = 0.99
- E_LUMO (eV) = 0.5
- E_HOMO (eV) = -8.067
- spin multiplicity = 1

***

Entry 7:
Below is 4 unconnected molecules or ions with the total composition C35H44N8O7PS in a non-equilibrium geometry, with properties calculated with ωB97M-V/def2-TZVPD.

Cartesian coordinates (Å):
C -2.220 -0.517 1.447
C -2.293 0.090 0.016
P -0.670 0.117 -0.865
C 0.657 0.484 0.366
C 0.580 1.975 0.796
C -0.444 -1.536 -1.624
C -1.208 -2.622 -1.244
C -0.992 -3.857 -1.913
C -1.793 -5.076 -1.499
C -1.421 -5.455 -0.037
C -0.023 -6.088 0.058
N 0.263 -6.330 1.488
N -0.115 -4.024 -2.865
N 0.569 -2.942 -3.190
C 0.507 -1.747 -2.666
C 1.379 -0.601 -3.114
C 2.611 -1.016 -3.961
C 3.874 -0.171 -3.682
C 4.315 -0.337 -2.206
S 6.013 -0.960 -1.984
C 6.964 0.513 -1.838
N 6.979 1.534 -2.602
N 7.883 2.433 -2.049
C 8.344 1.862 -1.010
O 7.808 0.641 -0.775
H -1.622 0.108 2.121
H -1.714 -1.493 1.427
H -3.234 -0.591 1.854
H -2.670 1.111 0.092
H -2.978 -0.540 -0.566
H 1.658 0.254 -0.010
H 0.465 -0.112 1.268
H 0.952 2.094 1.819
H 1.204 2.599 0.150
H -0.450 2.355 0.777
H -1.951 -2.536 -0.460
H -2.868 -4.916 -1.613
H -1.460 -5.909 -2.129
H -1.534 -4.591 0.632
H -2.129 -6.232 0.279
H -0.039 -7.055 -0.457
H 0.717 -5.419 -0.417
H 1.231 -6.631 1.547
H 0.165 -5.433 1.952
H 1.233 -3.058 -3.953
H 1.681 -0.038 -2.226
H 0.761 0.074 -3.720
H 2.894 -2.073 -3.841
H 2.349 -0.864 -5.017
H 4.662 -0.537 -4.350
H 3.699 0.872 -3.967
H 3.663 -1.044 -1.675
H 4.243 0.620 -1.678
H 9.073 2.254 -0.313
C -7.383 1.797 3.073
C -6.911 2.925 3.730
C -5.689 3.475 3.376
C -4.955 2.887 2.360
C -5.411 1.757 1.701
C -6.632 1.212 2.062
N -3.672 3.482 1.970
O -3.292 4.457 2.576
O -3.055 2.963 1.050
H -8.340 1.372 3.346
H -7.497 3.379 4.517
H -5.324 4.353 3.890
H -4.832 1.300 0.911
H -7.001 0.336 1.557
C -7.554 -4.243 -1.945
C -6.598 -4.170 -0.939
C -6.819 -3.373 0.173
C -8.002 -2.661 0.265
C -8.960 -2.718 -0.731
C -8.731 -3.515 -1.843
N -8.251 -1.836 1.454
O -7.381 -1.787 2.305
O -9.311 -1.248 1.523
H -7.381 -4.870 -2.810
H -5.681 -4.738 -1.022
H -6.074 -3.319 0.955
H -9.880 -2.156 -0.653
H -9.473 -3.571 -2.627
C 8.343 5.366 0.417
C 8.582 6.730 0.313
C 8.980 7.451 1.428
C 9.139 6.793 2.635
C 8.898 5.437 2.756
C 8.497 4.722 1.638
N 9.584 7.551 3.814
O 9.768 8.743 3.680
O 9.743 6.937 4.850
H 8.037 4.804 -0.457
H 8.460 7.230 -0.638
H 9.165 8.513 1.344
H 9.019 4.933 3.704
H 8.306 3.659 1.718

Atoms 1-2, force components in eV/Å:
0.131 0.324 -0.384
0.642 -1.140 1.226

Values from the calculation:
- orbital gap (eV) = 7.08
- calculated total energy (eV) = -83369.9038
- max |F| (eV Å⁻¹) = 2.25
- E_LUMO (eV) = -4.2
- E_HOMO (eV) = -11.284
- charge = +1
- spin multiplicity = 1

***

Entry 8:
Below is 8 unconnected molecules or ions with the total composition C5H26N2O7 in a non-equilibrium geometry, with properties calculated with ωB97M-V/def2-TZVPD.

Cartesian coordinates (Å):
C -1.203 1.763 0.636
N -0.636 0.648 0.838
C -0.244 -0.166 -0.316
C 0.048 -1.615 0.174
C 1.254 -1.682 1.153
C 1.532 -3.160 1.436
N 2.397 -0.885 0.695
H -1.480 2.156 -0.338
H -1.545 2.317 1.506
H 0.629 0.366 -0.695
H -1.030 -0.186 -1.076
H 0.200 -2.199 -0.739
H -0.915 -1.929 0.578
H 0.763 -0.986 1.849
H 0.667 -3.658 1.907
H 2.117 -3.264 2.368
H 2.145 -3.456 0.607
H 2.405 -0.554 -0.257
H 3.298 -1.169 1.045
O -2.445 1.819 -2.584
H -2.565 0.894 -2.830
H -1.589 2.097 -2.940
O 0.418 2.035 -2.527
H 0.328 2.344 -1.600
H 1.253 2.377 -2.876
O -4.331 -1.956 0.373
H -3.530 -1.973 0.938
H -4.128 -1.566 -0.478
O 2.628 1.945 2.103
H 2.190 2.086 2.956
H 2.499 1.005 1.871
O 1.007 2.870 0.103
H 1.221 3.787 0.305
H 1.524 2.313 0.729
O -2.477 -1.082 2.113
H -3.052 -0.316 2.075
H -1.534 -0.907 2.097
O 0.705 -0.439 -3.699
H 1.226 0.077 -4.317
H 0.251 0.250 -3.184

Atoms 1-2, force components in eV/Å:
-0.310 -1.027 0.435
-0.610 0.348 0.080

Values from the calculation:
- orbital gap (eV) = 9.57
- calculated total energy (eV) = -22918.3142
- structure (SMILES) = C=NCC[C@@H](C)N.O.O.O.O.O.O.O
- max |F| (eV Å⁻¹) = 3.51
- E_LUMO (eV) = 0.2
- E_HOMO (eV) = -9.361
- spin multiplicity = 1